Density functional theory data (wB97M-V/def2-TZVPD) for a molecular structure, C6H9Cl.

Positions of all 16 atoms, in Å:
C -2.05997 0.64381 -1.55218
C -0.78853 -1.67669 0.40530
C -1.18567 0.94689 -0.67283
C -0.17308 -0.54960 0.10663
C 1.74688 0.83932 0.91678
C 1.34231 -0.37505 0.19311
Cl 2.25216 -1.75937 0.81456
H -2.78397 1.36336 -1.95879
H -2.50163 -0.27693 -1.70441
H -0.27750 -2.56877 0.60211
H -1.99318 -1.87642 0.43603
H -0.95193 1.90391 -0.27698
H 1.93861 0.55932 1.96550
H 1.05028 1.68285 0.90803
H 2.82001 1.32959 0.63180
H 1.56521 -0.18622 -0.81465

As for the relative energy (zero: lowest compared OMol25 entry of this formula, charge and spin): 289.6 kJ/mol. The HOMO energy comes out at -9.77 eV. The value obtained for the energy is -18886.4141 eV.

Density functional theory data (wB97M-V/def2-TZVPD) for a molecular structure, C48H34MnN6O3P3Se2.

Positions of all 97 atoms, in Å:
Mn 0.45657 -0.43763 -0.48504
O -2.56859 -2.82425 -1.47331
C -2.14864 -1.86487 -0.86873
O -0.89426 -1.73798 -0.51521
C -3.13482 -0.80205 -0.39394
C -4.42208 -1.28311 -0.16844
C -5.42833 -0.46364 0.31427
C -5.16754 0.87361 0.56349
C -3.90159 1.37810 0.31508
C -2.87962 0.55710 -0.15742
P -1.28752 1.33707 -0.55914
C -1.47313 1.94061 -2.26212
C -2.63052 1.74992 -3.00680
C -2.70656 2.23014 -4.30871
C -1.63597 2.90820 -4.86595
C -0.47395 3.10000 -4.12632
C -0.39031 2.61044 -2.83440
C -1.20951 2.86705 0.43122
C -0.86266 2.80343 1.78070
C -0.82637 3.95191 2.55633
C -1.12355 5.18212 1.98704
C -1.46642 5.25786 0.64464
C -1.51515 4.10735 -0.12884
H -4.60779 -2.32666 -0.38036
H -6.41390 -0.87206 0.49715
H -5.94173 1.52650 0.94525
H -3.70852 2.42726 0.49633
H -3.47333 1.22174 -2.57981
H -3.60462 2.06117 -4.88802
H -1.69713 3.27522 -5.88234
H 0.37070 3.61939 -4.56191
H 0.52364 2.75188 -2.26562
H -0.65244 1.85232 2.24657
H -0.57771 3.87383 3.60832
H -1.09568 6.08111 2.58995
H -1.70349 6.21456 0.19701
H -1.78901 4.17566 -1.17400
Se 0.48675 2.10686 5.94315
P 1.24157 0.22722 5.37875
C 0.55013 -1.20189 6.24484
C -0.03536 -1.02435 7.49036
C -0.53902 -2.12030 8.17798
C -0.46028 -3.38635 7.62017
C 0.11998 -3.56525 6.36977
C 0.62256 -2.47510 5.68099
C 3.04372 0.13388 5.63093
C 3.66764 -1.04046 6.04802
C 5.01182 -1.03118 6.39200
C 5.74458 0.14338 6.31410
C 5.13290 1.31368 5.88513
C 3.78676 1.31207 5.55730
C 0.83252 -0.15935 3.65621
C 1.44226 -0.17203 2.41676
N 0.45261 -0.41305 1.51688
N -0.68964 -0.58336 2.17279
N -0.48166 -0.43363 3.44836
P 3.06978 0.08337 1.76022
Se 2.91784 -0.08338 -0.40550
C 4.15225 -1.19840 2.40565
C 3.73104 -2.51588 2.20850
C 4.52874 -3.56304 2.62925
C 5.75712 -3.30192 3.22686
C 6.17337 -1.99610 3.42190
C 5.36814 -0.93748 3.02187
C 3.65228 1.72053 2.20483
C 4.90202 2.15101 1.75520
C 5.32466 3.43870 2.03259
C 4.49798 4.30515 2.73968
C 3.24751 3.88603 3.16494
C 2.81980 2.59388 2.89801
H -0.10725 -0.02639 7.90545
H -1.00190 -1.98088 9.14614
H -0.86299 -4.23781 8.15368
H 0.16630 -4.55172 5.92717
H 1.05461 -2.61269 4.69645
H 3.10474 -1.95954 6.13663
H 5.48198 -1.94514 6.73182
H 6.79022 0.14984 6.59632
H 5.69554 2.23735 5.83323
H 3.29303 2.23841 5.29398
H 2.78672 -2.71883 1.71556
H 4.20086 -4.58298 2.47802
H 6.38802 -4.12312 3.54196
H 7.12278 -1.79257 3.89925
H 5.68574 0.07847 3.20958
H 5.53495 1.49220 1.17226
H 6.29370 3.77249 1.68611
H 4.82920 5.31398 2.94971
H 2.59771 4.55910 3.70886
H 1.84764 2.27225 3.24834
O 0.54303 -0.45781 -2.34790
N 1.57994 -0.04624 -3.04461
C 1.35831 -0.02228 -4.31064
C 0.10577 -0.40622 -4.90425
N -0.89347 -0.71403 -5.37830
C 2.42460 0.43789 -5.15538
N 3.26317 0.80751 -5.84727

As for the spin multiplicity: 5. As for the relative energy (zero: lowest compared OMol25 entry of this formula, charge and spin): 11.4 kJ/mol. The HOMO energy (spin up / spin down) comes out at -8.29 / -8.44 eV. The value obtained for the energy is -255290.9521 eV.

Density functional theory data (wB97M-V/def2-TZVPD) for a molecular structure, H22O11Xe.

Positions of all 34 atoms, in Å:
Xe -0.03094 0.04223 -0.37479
O -1.82236 -2.54696 -1.01708
H -1.65955 -2.05060 -1.81918
H -2.44203 -2.00943 -0.52384
O 1.33575 -3.33652 0.05214
H 1.76720 -4.18492 0.15365
H 0.44611 -3.55168 -0.22796
O -1.72616 -1.23545 -3.42898
H -2.27550 -0.53302 -3.77690
H -0.98024 -1.27557 -4.02750
O 3.50977 0.83911 -0.58687
H 3.25830 0.86884 0.33623
H 3.89578 1.69810 -0.75824
O -1.36867 -3.07617 2.31951
H -0.45079 -3.13575 2.05458
H -1.73410 -2.38649 1.76542
O 2.17164 -1.18562 1.76063
H 1.32272 -1.18301 2.20288
H 2.08766 -1.85745 1.08399
O 2.58983 0.43450 -2.96266
H 2.85103 0.60493 -2.05770
H 1.89151 -0.21637 -2.89238
O -2.61145 2.38797 2.35197
H -1.95509 2.66582 1.71304
H -2.75128 3.15820 2.90281
O -1.18896 4.13379 0.75017
H -1.27874 5.08137 0.64893
H -1.15895 3.79849 -0.14589
O 0.14389 -0.76382 3.49191
H -0.75870 -0.46161 3.59313
H 0.18284 -1.57650 3.99614
O -0.33760 3.45118 -1.84895
H -0.26421 4.37617 -2.08395
H -0.65870 3.02625 -2.64429

As for the relative energy (zero: lowest compared OMol25 entry of this formula, charge and spin): 87.0 kJ/mol. The HOMO energy comes out at -10.13 eV. The value obtained for the energy is -31842.0453 eV.